This record from OMol25 describes a cluster of 10 separate species, C48H126N10O14 in total at a distorted geometry. The level of theory is ωB97M-V with the def2-TZVPD basis set.

As for the structure (SMILES): COC[C@H](C)N.COC[C@H](C)N.COC[C@H](C)N.COC[C@H](C)N.COC[C@H](C)N.COC[C@H](C)N.COCCNCCOC.COCCNCCOC.COCCNCCOC.COCCNCCOC. Its total charge is 0. The total energy comes out at -3505.03816 Ha. Its gap between HOMO and LUMO is 8.8 eV. Its maximum force is 1.85 eV/A. The HOMO energy is -8.3 eV.

Last column: Mulliken charge in e.
Element x y z (Å)
C1 -2.728 6.620 -3.339  -0.82
O1 -1.605 5.901 -2.893  -0.21
C2 -1.039 6.471 -1.737  -0.82
C3 0.164 5.650 -1.268  0.44
C4 -0.258 4.236 -0.878  -1.30
N1 0.856 6.322 -0.176  -0.70
H1 -3.014 6.174 -4.294  0.22
H2 -2.525 7.681 -3.516  0.32
H3 -3.600 6.499 -2.687  0.32
H4 -0.773 7.521 -1.926  0.40
H5 -1.719 6.506 -0.869  0.29
H6 0.848 5.537 -2.114  0.32
H7 -0.961 3.848 -1.614  0.54
H8 -0.885 4.254 0.022  0.29
H9 0.584 3.579 -0.690  0.19
H10 0.984 7.305 -0.416  0.28
H11 0.245 6.440 0.630  0.26
C5 1.552 -6.370 -3.619  -0.82
O2 1.583 -5.121 -4.263  -0.08
C6 2.875 -4.792 -4.781  -0.76
C7 2.798 -3.478 -5.530  0.85
C8 4.191 -3.181 -6.082  -1.57
N2 2.434 -2.345 -4.670  0.15
H12 0.522 -6.702 -3.522  0.21
H13 1.995 -6.297 -2.617  0.24
H14 2.145 -7.104 -4.178  0.36
H15 3.552 -4.731 -3.921  0.15
H16 3.155 -5.611 -5.456  0.46
H17 2.180 -3.583 -6.423  0.05
H18 4.913 -2.853 -5.332  0.13
H19 4.128 -2.387 -6.829  0.38
H20 4.640 -4.026 -6.613  0.48
H21 3.073 -2.418 -3.875  -0.21
H22 1.513 -2.553 -4.290  0.06
C9 0.824 3.450 -7.988  -0.79
O3 1.544 2.511 -7.230  -0.32
C10 1.147 2.493 -5.852  -0.88
C11 1.306 1.082 -5.333  0.98
C12 0.895 0.860 -3.896  -1.03
N3 2.695 0.619 -5.547  -0.65
H23 1.118 3.263 -9.024  0.26
H24 1.121 4.487 -7.792  0.30
H25 -0.263 3.361 -7.909  0.32
H26 1.775 3.234 -5.345  0.31
H27 0.095 2.789 -5.797  0.40
H28 0.606 0.507 -5.963  -0.14
H29 0.834 -0.191 -3.608  0.03
H30 -0.098 1.270 -3.715  0.55
H31 1.604 1.324 -3.205  0.19
H32 2.834 0.837 -6.530  0.35
H33 2.639 -0.387 -5.400  0.23
C13 -1.491 -2.244 -1.708  -0.57
O4 -1.809 -1.249 -0.761  -0.32
C14 -0.836 -1.108 0.260  -0.01
C15 -1.275 -0.004 1.216  0.50
C16 -1.214 1.388 0.570  -1.67
N4 -0.427 -0.015 2.410  0.00
H34 -2.032 -2.057 -2.633  0.31
H35 -1.673 -3.246 -1.308  0.28
H36 -0.422 -2.157 -1.946  0.09
H37 -0.786 -2.084 0.764  0.29
H38 0.179 -0.898 -0.108  -0.12
H39 -2.294 -0.219 1.549  0.73
H40 -0.325 1.553 -0.034  0.19
H41 -1.313 2.190 1.299  0.45
H42 -2.093 1.494 -0.075  0.20
H43 -0.585 -0.849 2.967  -0.14
H44 0.542 -0.125 2.082  -0.55
C17 3.471 -5.156 1.313  -0.68
O5 3.432 -4.082 2.231  -0.46
C18 2.700 -2.945 1.751  -0.86
C19 2.984 -1.736 2.613  2.63
C20 2.308 -1.792 3.982  -0.44
N5 2.545 -0.526 1.910  0.51
H45 3.868 -5.993 1.880  0.34
H46 4.088 -4.934 0.435  0.12
H47 2.446 -5.349 0.974  0.31
H48 3.006 -2.851 0.701  0.38
H49 1.638 -3.216 1.802  0.11
H50 4.061 -1.688 2.838  -1.72
H51 1.265 -1.507 3.899  -0.68
H52 2.761 -1.003 4.592  0.11
H53 2.525 -2.724 4.505  0.73
H54 2.955 0.214 2.497  0.01
H55 3.134 -0.414 1.066  -0.19
C21 -0.935 -3.661 -6.741  -0.72
O6 -2.242 -4.024 -7.140  -0.43
C22 -3.011 -4.503 -6.049  -0.23
C23 -4.469 -4.519 -6.484  0.37
C24 -5.067 -3.129 -6.665  -1.34
N6 -5.223 -5.325 -5.496  -0.73
H56 -0.302 -3.482 -7.615  0.37
H57 -0.448 -4.418 -6.124  0.31
H58 -1.009 -2.640 -6.341  0.27
H59 -2.691 -5.524 -5.822  0.34
H60 -2.871 -3.858 -5.171  -0.03
H61 -4.561 -5.037 -7.441  0.31
H62 -5.135 -2.614 -5.696  0.27
H63 -6.103 -3.188 -7.007  0.35
H64 -4.516 -2.430 -7.295  0.34
H65 -5.218 -4.806 -4.622  0.27
H66 -6.180 -5.335 -5.836  0.28
C25 6.704 -2.502 2.318  -0.73
O7 6.376 -1.845 1.106  -0.22
C26 6.368 -0.437 1.222  0.28
C27 5.821 0.121 -0.093  -1.12
N7 4.544 -0.536 -0.361  0.73
C28 4.033 -0.388 -1.723  -0.57
C29 4.879 -1.080 -2.805  -1.08
O8 4.786 -2.513 -2.741  -0.36
C30 5.842 -3.088 -1.959  -0.55
H67 7.708 -2.217 2.644  0.35
H68 6.693 -3.569 2.102  0.22
H69 5.959 -2.320 3.096  0.09
H70 7.346 -0.013 1.468  0.75
H71 5.664 -0.141 2.013  -0.68
H72 6.525 -0.145 -0.897  0.33
H73 5.735 1.209 -0.077  0.49
H74 4.684 -1.489 -0.047  -0.26
H75 4.030 0.663 -2.020  0.42
H76 3.064 -0.888 -1.765  -0.17
H77 5.918 -0.747 -2.821  0.81
H78 4.394 -0.749 -3.728  0.34
H79 6.769 -2.517 -2.042  0.36
H80 5.925 -4.118 -2.295  0.34
H81 5.548 -3.016 -0.909  -0.10
C31 0.390 3.984 3.930  -0.49
O9 1.751 3.622 3.906  -0.44
C32 2.116 2.923 2.740  0.48
C33 3.588 2.631 2.761  -0.67
N8 3.919 1.557 3.706  0.11
C34 5.261 1.633 4.282  -1.25
C35 5.448 0.413 5.182  0.21
O10 4.366 0.338 6.100  -0.39
C36 4.554 -0.768 6.961  -0.81
H82 0.206 4.453 4.895  0.26
H83 -0.258 3.105 3.852  0.19
H84 0.173 4.665 3.108  0.15
H85 1.843 3.486 1.836  0.35
H86 1.541 1.995 2.598  -0.35
H87 4.231 3.515 2.840  0.51
H88 3.844 2.246 1.762  -0.01
H89 3.273 1.685 4.482  0.19
H90 5.445 2.526 4.890  0.43
H91 5.968 1.571 3.453  0.51
H92 6.426 0.527 5.664  0.55
H93 5.411 -0.506 4.587  -0.28
H94 4.715 -1.714 6.437  0.30
H95 3.648 -0.867 7.559  0.26
H96 5.378 -0.559 7.652  0.33
C37 -10.098 7.487 1.596  -0.73
O11 -9.762 6.240 1.040  -0.29
C38 -8.803 5.552 1.810  -0.50
C39 -8.764 4.117 1.349  -0.45
N9 -7.656 3.420 2.024  -0.29
C40 -7.621 1.999 1.724  -0.76
C41 -7.078 1.634 0.328  -0.41
O12 -5.705 1.328 0.419  -0.19
C42 -5.134 1.009 -0.830  -0.29
H97 -10.877 7.948 0.987  0.25
H98 -9.255 8.187 1.573  0.29
H99 -10.500 7.381 2.607  0.32
H100 -9.001 5.582 2.888  0.34
H101 -7.824 6.034 1.655  0.28
H102 -8.635 4.098 0.262  0.23
H103 -9.667 3.598 1.671  0.22
H104 -6.778 3.897 1.867  0.26
H105 -8.647 1.635 1.781  0.34
H106 -6.976 1.492 2.443  0.33
H107 -7.202 2.486 -0.353  0.34
H108 -7.676 0.804 -0.070  0.32
H109 -4.989 1.862 -1.507  0.26
H110 -5.696 0.209 -1.318  0.33
H111 -4.115 0.709 -0.581  -0.22
C43 -3.499 1.306 9.708  -0.77
O13 -2.890 0.657 8.621  -0.27
C44 -3.625 -0.459 8.192  -0.63
C45 -3.098 -0.995 6.861  -0.42
N10 -1.637 -1.026 6.860  -0.38
C46 -1.097 -1.331 5.537  -0.32
C47 -1.371 -2.761 5.074  -0.86
O14 -0.850 -2.946 3.778  -0.01
C48 -0.865 -4.256 3.298  -0.92
H112 -4.509 1.663 9.475  0.30
H113 -2.924 2.182 9.997  0.25
H114 -3.593 0.621 10.559  0.30
H115 -4.697 -0.286 8.025  0.40
H116 -3.526 -1.216 8.983  0.36
H117 -3.492 -0.323 6.082  0.26
H118 -3.553 -1.973 6.709  0.25
H119 -1.382 -0.060 7.043  0.34
H120 -0.009 -1.305 5.633  -0.07
H121 -1.375 -0.590 4.780  0.66
H122 -2.429 -3.043 5.161  0.44
H123 -0.923 -3.424 5.830  0.37
H124 -0.037 -4.849 3.709  0.33
H125 -0.807 -4.257 2.210  0.20
H126 -1.752 -4.850 3.557  0.35

---

This record from OMol25 describes a cluster of 12 separate species, C48H127N7O17 in total at a distorted geometry. The level of theory is ωB97M-V with the def2-TZVPD basis set.

The spin multiplicity is 2. Its total charge is -1. The total energy comes out at -3566.91173 Ha. Its gap between HOMO and LUMO (spin up / spin down) is 1.3 / 8.2 eV. Its maximum force is 2.62 eV/A. The HOMO energy (spin up / spin down) is 0.5 / -6.4 eV.

Last column: Mulliken spin population.
Element x y z (Å)
C1 6.178 0.952 -5.130  -0.01
C2 5.053 1.536 -4.226  -0.05
C3 4.922 0.778 -2.860  0.15
O1 4.927 -0.615 -3.047  -0.50
C4 4.921 -1.408 -1.830  0.13
N1 5.279 2.981 -4.105  -0.01
H1 6.075 -0.123 -5.276  0.02
H2 7.120 1.134 -4.614  -0.01
H3 6.210 1.451 -6.099  -0.01
H4 4.139 1.282 -4.762  0.01
H5 4.058 1.192 -2.341  0.01
H6 5.795 1.050 -2.267  0.06
H7 4.869 -2.473 -2.057  0.39
H8 4.021 -1.141 -1.276  0.11
H9 5.828 -1.268 -1.243  0.01
H10 5.176 3.251 -5.073  0.00
H11 6.252 3.104 -3.861  0.00
C5 -5.625 4.612 0.856  0.00
C6 -4.385 3.753 0.907  0.00
C7 -3.565 3.867 -0.439  0.00
O2 -2.602 2.799 -0.419  -0.01
C8 -1.832 2.664 -1.551  0.00
N2 -3.635 4.336 1.986  0.00
H12 -5.381 5.622 0.526  0.00
H13 -6.130 4.724 1.816  0.00
H14 -6.343 4.314 0.093  0.00
H15 -4.609 2.708 1.122  0.00
H16 -3.106 4.833 -0.652  0.00
H17 -4.223 3.775 -1.304  0.00
H18 -2.376 2.467 -2.475  0.00
H19 -1.060 1.927 -1.327  0.00
H20 -1.316 3.607 -1.732  0.00
H21 -3.644 5.278 1.622  0.00
H22 -2.669 4.097 1.813  0.00
C9 -1.526 0.930 3.812  0.02
C10 -2.747 0.983 2.919  0.00
O3 -3.460 -0.156 3.207  0.00
H23 -0.877 1.784 3.623  -0.01
H24 -0.878 0.054 3.782  0.00
H25 -1.796 0.963 4.868  0.00
H26 -2.465 1.054 1.869  0.00
H27 -3.440 1.805 3.098  0.00
H28 -4.391 0.070 3.144  0.00
C11 -3.645 -0.384 -0.983  0.01
C12 -3.477 -1.482 -2.001  0.01
O4 -4.731 -1.673 -2.563  -0.01
H29 -2.713 -0.215 -0.443  0.00
H30 -4.466 -0.664 -0.323  0.00
H31 -3.887 0.582 -1.425  0.00
H32 -3.146 -2.450 -1.625  0.01
H33 -2.777 -1.143 -2.764  0.00
H34 -5.363 -2.159 -2.030  0.00
C13 0.494 -1.182 -0.264  -0.31
C14 -0.158 -0.663 1.033  0.10
O5 -1.245 -1.448 1.466  0.00
H35 0.767 -2.236 -0.226  -0.02
H36 1.328 -0.533 -0.531  0.16
H37 -0.236 -1.054 -1.064  -0.03
H38 -0.610 0.326 0.954  0.01
H39 0.575 -0.682 1.839  0.12
H40 -1.802 -0.930 2.052  0.01
C15 5.013 -2.273 2.959  0.05
C16 4.030 -2.676 1.876  0.49
O6 4.758 -2.945 0.722  -1.13
H41 5.588 -1.417 2.603  -0.02
H42 5.717 -3.105 2.953  0.14
H43 4.634 -2.165 3.975  -0.15
H44 3.167 -2.025 1.737  0.59
H45 3.586 -3.642 2.113  -0.05
H46 4.744 -3.896 0.590  0.48
C17 -1.124 -5.033 2.035  0.05
C18 -0.017 -5.251 1.087  -0.51
O7 -0.293 -6.346 0.229  0.11
H47 -1.396 -5.960 2.540  0.02
H48 -2.066 -4.834 1.524  0.00
H49 -0.990 -4.204 2.729  0.00
H50 0.871 -5.527 1.657  0.12
H51 0.222 -4.352 0.519  0.32
H52 0.524 -6.641 -0.181  -0.05
C19 1.089 -0.151 -3.636  0.00
O8 0.463 1.101 -3.250  -0.02
C20 1.277 2.208 -3.475  -0.01
C21 1.735 2.732 -2.147  0.00
N3 2.753 3.809 -2.175  0.00
C22 3.374 3.816 -0.853  -0.09
C23 4.697 4.569 -0.713  0.11
O9 4.340 5.974 -0.706  -0.03
C24 5.324 6.790 -0.082  0.02
H53 1.474 -0.237 -4.652  0.02
H54 0.283 -0.868 -3.478  0.00
H55 1.885 -0.401 -2.935  0.04
H56 0.801 3.036 -4.000  0.00
H57 2.096 2.096 -4.185  0.00
H58 2.029 1.785 -1.694  0.03
H59 0.837 2.987 -1.585  0.01
H60 3.511 3.707 -2.834  0.00
H61 3.388 2.804 -0.450  -0.01
H62 2.629 4.317 -0.235  0.02
H63 5.460 4.234 -1.415  0.01
H64 5.074 4.261 0.263  -0.01
H65 6.227 6.930 -0.675  0.00
H66 5.647 6.470 0.909  0.00
H67 4.929 7.804 -0.024  0.00
C25 -0.785 -4.291 -3.011  -0.10
O10 -0.344 -5.140 -4.011  -0.14
C26 0.806 -4.851 -4.737  0.28
C27 0.687 -3.565 -5.625  -0.03
N4 1.870 -3.107 -6.343  0.00
C28 2.978 -2.829 -5.421  -0.08
C29 4.168 -2.134 -6.219  0.05
O11 5.077 -3.074 -6.845  -0.02
C30 6.256 -2.418 -7.246  0.03
H68 -1.349 -4.874 -2.283  0.01
H69 -1.459 -3.549 -3.438  -0.02
H70 -0.003 -3.798 -2.433  0.06
H71 0.998 -5.735 -5.345  0.04
H72 1.694 -4.789 -4.108  -0.06
H73 0.382 -2.710 -5.021  0.01
H74 -0.135 -3.830 -6.290  0.00
H75 1.486 -2.300 -6.813  0.00
H76 3.312 -3.710 -4.874  -0.02
H77 2.646 -2.140 -4.644  0.12
H78 4.668 -1.475 -5.510  -0.02
H79 3.744 -1.574 -7.053  0.01
H80 6.944 -3.191 -7.588  -0.01
H81 6.714 -1.924 -6.390  0.00
H82 6.186 -1.757 -8.110  0.01
C31 1.811 -7.792 3.329  0.47
O12 2.189 -6.732 4.221  -0.22
C32 1.403 -6.650 5.377  0.02
C33 1.838 -5.512 6.318  0.01
N5 1.452 -4.159 5.968  0.04
C34 1.823 -3.694 4.643  -0.37
C35 1.422 -2.203 4.354  -0.01
O13 2.393 -1.387 5.023  -0.08
C36 2.278 -0.011 4.690  0.09
H83 0.805 -7.708 2.918  0.04
H84 1.975 -8.812 3.677  -0.03
H85 2.490 -7.723 2.480  -0.18
H86 1.609 -7.560 5.942  0.02
H87 0.331 -6.632 5.180  -0.01
H88 2.911 -5.594 6.491  0.01
H89 1.326 -5.785 7.240  0.00
H90 1.733 -3.451 6.631  0.00
H91 1.281 -4.329 3.941  0.06
H92 2.877 -3.924 4.488  0.02
H93 0.391 -1.876 4.488  0.02
H94 1.559 -2.065 3.282  0.03
H95 1.305 0.317 5.057  0.03
H96 2.276 0.273 3.637  0.00
H97 3.010 0.577 5.242  -0.02
C37 0.443 11.394 4.058  0.00
O14 0.020 10.071 4.268  0.00
C38 -1.313 9.771 3.844  0.00
C39 -1.573 8.242 3.979  0.00
N6 -0.930 7.486 2.868  0.00
C40 -0.960 6.056 3.198  0.00
C41 -0.165 5.274 2.085  -0.02
O15 0.020 3.906 2.545  -0.01
C42 0.539 3.046 1.575  0.03
H98 1.471 11.520 4.396  0.00
H99 0.019 12.162 4.705  0.00
H100 0.505 11.750 3.030  0.00
H101 -1.427 10.040 2.794  0.00
H102 -1.993 10.369 4.451  0.00
H103 -2.639 8.060 3.837  0.00
H104 -1.256 7.901 4.964  0.00
H105 0.026 7.795 2.767  0.00
H106 -2.007 5.836 3.408  0.00
H107 -0.397 5.815 4.100  0.00
H108 0.830 5.672 1.887  0.01
H109 -0.719 5.331 1.147  0.00
H110 0.797 2.135 2.115  0.01
H111 1.536 3.357 1.264  0.00
H112 -0.213 2.971 0.789  -0.02
C43 -4.718 -2.864 2.200  0.00
O16 -5.659 -3.539 1.380  0.00
C44 -5.088 -4.261 0.276  0.00
C45 -6.260 -4.606 -0.594  0.00
N7 -6.863 -3.392 -1.139  0.00
C46 -8.099 -3.671 -1.867  0.00
C47 -8.916 -2.286 -2.008  0.00
O17 -9.047 -1.647 -0.764  0.00
C48 -9.387 -0.281 -0.844  0.00
H113 -4.236 -3.562 2.884  0.00
H114 -5.168 -2.109 2.844  0.00
H115 -3.988 -2.300 1.619  0.00
H116 -4.537 -5.100 0.703  0.01
H117 -4.422 -3.585 -0.261  0.00
H118 -6.894 -5.220 0.047  0.00
H119 -6.018 -5.295 -1.403  0.00
H120 -7.066 -2.780 -0.362  0.00
H121 -8.754 -4.408 -1.402  0.00
H122 -7.867 -4.006 -2.878  0.00
H123 -9.835 -2.467 -2.565  0.00
H124 -8.220 -1.647 -2.551  0.00
H125 -10.452 -0.117 -0.678  0.00
H126 -9.188 0.159 -1.821  0.00
H127 -8.895 0.185 0.009  0.00